Molecular formula: C31H31BMoN5P2
Method: DFT, ωB97M-V with the def2-TZVPD basis set

Structure (XYZ):
```
71
Properties=species:S:1:pos:R:3:mulliken_charge:R:1
Mo -1.1574 0.4639 -0.6058 -1.966
C 2.3320 0.2602 1.9478 -1.114
N 1.1597 0.1016 1.0469 0.240
P 1.2518 -0.3593 -0.6043 2.608
C 1.8154 -2.0445 -0.6833 0.722
C 3.1869 -2.3251 -0.6764 -0.760
C 3.6120 -3.6425 -0.5953 -0.778
C 2.6853 -4.6751 -0.5202 -0.632
C 1.3228 -4.4002 -0.5138 -0.652
C 0.8904 -3.0870 -0.5918 0.219
C 2.4200 0.7174 -1.3996 0.412
C 3.0053 0.3168 -2.6055 -0.694
C 3.8085 1.2086 -3.3022 -0.825
C 4.0281 2.4873 -2.8027 -0.628
C 3.4434 2.8886 -1.6058 -0.849
C 2.6314 2.0098 -0.9081 -0.341
P -0.3566 -0.4146 1.5609 1.440
C -1.4148 1.0946 1.5733 -0.223
C -2.7868 0.9282 1.8890 -0.274
C -3.5819 2.0380 2.1084 -0.918
C -3.0309 3.3111 1.9880 -0.462
C -1.6859 3.4988 1.6479 -0.993
C -0.8737 2.4016 1.4541 0.554
C -0.2847 -1.0043 3.2200 0.527
C 0.1477 -2.3212 3.4251 -0.373
C 0.3145 -2.7810 4.7191 -0.726
C 0.0455 -1.9358 5.7904 -0.566
C -0.3895 -0.6300 5.5823 -0.835
C -0.5654 -0.1527 4.2953 -0.435
H 3.1673 0.6567 1.3761 0.480
H 2.6065 -0.7073 2.3661 0.360
H 2.0954 0.9544 2.7517 0.354
H 3.9210 -1.5314 -0.7370 0.453
H 4.6705 -3.8651 -0.5942 0.463
H 3.0264 -5.7007 -0.4672 0.446
H 0.6066 -5.2092 -0.4580 0.498
H -0.1671 -2.8701 -0.5773 -0.243
H 2.8380 -0.6757 -3.0048 0.506
H 4.2691 0.9029 -4.2322 0.481
H 4.6643 3.1740 -3.3458 0.467
H 3.6272 3.8814 -1.2176 0.503
H 2.1821 2.3303 0.0243 0.229
H -3.2072 -0.0682 1.9725 0.500
H -4.6245 1.9177 2.3710 0.522
H -3.6558 4.1787 2.1628 0.475
H -1.2794 4.4985 1.5710 0.534
H 0.1808 2.5350 1.2393 0.406
H 0.3532 -2.9765 2.5854 0.446
H 0.6453 -3.7957 4.8936 0.465
H 0.1728 -2.2996 6.8016 0.437
H -0.5936 0.0146 6.4263 0.449
H -0.9022 0.8634 4.1398 0.436
B -3.3178 1.3021 -1.9717 0.127
N -3.4259 -0.2259 -2.0905 -0.194
C -4.3203 -1.0947 -2.5514 -0.156
C -3.8541 -2.3837 -2.3146 -1.117
C -2.6423 -2.2248 -1.6795 -0.283
N -2.3716 -0.9063 -1.5409 0.662
N -2.1771 1.8342 -2.8565 -0.099
C -2.0422 2.6563 -3.8873 -0.091
C -0.6848 2.8012 -4.1710 -1.186
C -0.0287 2.0233 -3.2484 0.107
N -0.9372 1.4218 -2.4324 0.538
H -4.3365 1.9125 -1.9813 0.022
H -2.7713 1.4226 -0.7862 0.398
H -5.2325 -0.7530 -3.0167 0.520
H -4.3374 -3.3094 -2.5774 0.466
H -1.9617 -2.9791 -1.3313 0.553
H -2.9070 3.0979 -4.3599 0.533
H -0.2475 3.3955 -4.9551 0.478
H 1.0260 1.8484 -3.1292 0.375
```

The total charge is +3. The multiplicity is 3. Its energy above the lowest of the compared OMol25 structures with the same formula, charge and spin is 12.7 kcal per mole. The LUMO energy (alpha / beta) comes out at -11.086 / -10.535 eV. The value obtained for the total energy is -61185.074 eV.